The following is a DFT calculation (ωB97M-V/def2-TZVPD) of 5 unconnected molecules or ions with the total composition C19H34B2O17S.

Structure (XYZ):
```
73
Properties=species:S:1:pos:R:3:mulliken_charge:R:1
C -4.448 -3.552 -2.105 -0.938
C -3.037 -2.864 -2.169 -0.318
B -1.962 -3.477 -1.164 0.529
O -1.728 -2.802 0.075 -0.600
O -1.172 -4.654 -1.405 -0.186
S -1.592 -5.903 -0.357 0.628
O -1.096 -7.126 -1.023 -0.600
O -3.259 -5.854 -0.384 -0.435
B -3.859 -6.632 0.654 0.561
C -3.416 -6.675 2.183 -0.839
O -4.980 -7.396 0.288 -0.519
H -5.190 -3.117 -2.790 0.377
H -4.798 -3.506 -1.056 0.258
H -4.304 -4.615 -2.384 0.157
H -3.185 -1.806 -1.866 0.220
H -2.721 -2.840 -3.229 0.327
H -1.122 -2.058 -0.089 0.235
H -4.139 -6.054 2.752 0.298
H -2.392 -6.328 2.385 0.298
H -3.581 -7.715 2.531 0.258
H -5.194 -7.143 -0.614 0.283
C 4.322 -4.501 -1.632 -1.485
C 3.592 -3.954 -0.428 0.462
C 2.417 -4.783 0.008 -0.464
O 1.570 -3.815 0.628 -0.231
C 1.824 -2.640 0.016 0.624
O 1.137 -1.673 0.114 -0.554
O 2.953 -2.705 -0.732 -0.332
H 5.125 -3.826 -1.931 0.372
H 4.751 -5.480 -1.417 0.378
H 3.650 -4.589 -2.487 0.348
H 4.292 -3.788 0.396 0.260
H 2.692 -5.568 0.710 0.355
H 1.869 -5.226 -0.829 0.274
C 1.298 1.090 1.334 -1.086
C 0.920 2.126 0.305 0.548
C 1.994 3.143 0.042 -0.444
O 1.229 4.284 -0.374 -0.510
C 0.021 4.186 0.240 0.696
O -0.775 5.068 0.299 -0.590
O -0.155 2.957 0.776 -0.328
H 0.461 0.418 1.522 0.302
H 2.150 0.499 1.004 0.373
H 1.543 1.568 2.287 0.019
H 0.590 1.641 -0.620 0.231
H 2.689 2.833 -0.736 0.380
H 2.557 3.415 0.939 0.291
C 0.803 5.605 -3.142 -0.953
C 1.984 6.454 -3.548 0.513
C 1.885 7.018 -4.939 -0.535
O 3.261 7.165 -5.303 -0.330
C 3.948 6.215 -4.619 0.599
O 5.070 5.903 -4.847 -0.539
O 3.180 5.665 -3.644 -0.292
H 0.962 5.183 -2.147 0.005
H -0.117 6.192 -3.130 0.415
H 0.676 4.764 -3.828 0.358
H 2.157 7.242 -2.808 0.252
H 1.369 7.976 -4.971 0.325
H 1.412 6.331 -5.647 0.319
C -2.376 2.450 5.719 -1.483
C -1.151 3.244 5.327 0.484
C -1.191 3.772 3.919 -0.520
O 0.199 3.858 3.595 -0.227
C 0.828 2.906 4.323 0.648
O 1.946 2.550 4.129 -0.596
O 0.016 2.410 5.289 -0.349
H -2.264 2.049 6.727 0.364
H -3.271 3.072 5.687 0.371
H -2.514 1.596 5.053 0.358
H -0.970 4.045 6.051 0.287
H -1.670 4.747 3.844 0.372
H -1.667 3.085 3.214 0.269
```

* spin multiplicity: 1
* HOMO energy: -0.3767 Ha